Model one:
Below is 2 unconnected molecules or ions with the total composition C10H15NO2, with properties calculated with ωB97M-V/def2-TZVPD.

Calculated values
structure (SMILES): Cc1ccc(O)cc1.CCC(N)=O
Kohn-Sham gap: 9.5 eV
LUMO energy: 0.715 eV

Geometry as ORCA input:
```
! RIJCOSX wB97M-V def2-TZVPD def2/J DEFGRID3
* xyz 0 1
C 0.439 2.679 0.429
C -0.748 1.787 0.631
C -0.553 0.444 0.946
C -1.643 -0.414 1.013
C -2.917 0.117 0.951
O -3.983 -0.755 1.164
C -3.148 1.469 0.769
C -2.041 2.283 0.554
H 0.900 2.996 1.367
H 0.177 3.616 -0.066
H 1.242 2.204 -0.136
H 0.470 0.102 1.053
H -1.588 -1.496 0.957
H -4.575 -0.748 0.390
H -4.130 1.919 0.693
H -2.164 3.354 0.436
C 2.564 -3.185 -1.338
C 1.694 -1.905 -1.477
C 2.662 -0.770 -1.216
N 3.050 -0.560 0.083
O 3.230 -0.179 -2.116
H 3.307 -3.164 -2.133
H 1.945 -4.069 -1.486
H 3.084 -3.198 -0.384
H 1.262 -1.833 -2.463
H 0.851 -1.923 -0.790
H 3.663 0.211 0.309
H 2.828 -1.135 0.881
*
```

Model two:
Below is 2 unconnected molecules or ions with the total composition C10H15NO2, with properties calculated with ωB97M-V/def2-TZVPD.

Calculated values
structure (SMILES): Cc1ccc(O)cc1.CCC(N)=O
Kohn-Sham gap: 8.9 eV
LUMO energy: 0.603 eV

Geometry as ORCA input:
```
! RIJCOSX wB97M-V def2-TZVPD def2/J DEFGRID3
* xyz 0 1
C 2.254 2.624 -1.834
C 1.908 1.219 -1.542
C 2.461 0.567 -0.428
C 2.057 -0.714 -0.129
C 1.184 -1.362 -1.012
O 0.812 -2.660 -0.851
C 0.639 -0.744 -2.148
C 1.074 0.553 -2.445
H 2.532 2.643 -2.908
H 2.771 3.189 -1.068
H 1.295 3.126 -2.037
H 3.036 1.227 0.232
H 2.419 -1.155 0.790
H 0.940 -3.032 0.024
H 0.047 -1.435 -2.721
H 0.668 0.948 -3.381
C -0.801 0.883 2.925
C -1.479 -0.429 2.346
C -2.762 -0.300 1.617
N -2.889 0.834 0.867
O -3.720 -1.047 1.724
H 0.255 0.898 2.769
H -1.106 0.938 4.013
H -1.306 1.702 2.417
H -0.715 -0.753 1.594
H -1.280 -1.226 3.100
H -3.772 0.859 0.374
H -2.128 1.369 0.498
*
```

Model three:
Below is 2 unconnected molecules or ions with the total composition C10H15NO2, with properties calculated with ωB97M-V/def2-TZVPD.

Calculated values
structure (SMILES): Cc1ccc(O)cc1.CCC(N)=O
Kohn-Sham gap: 9.4 eV
LUMO energy: 0.708 eV

Geometry as ORCA input:
```
! RIJCOSX wB97M-V def2-TZVPD def2/J DEFGRID3
* xyz 0 1
C 0.169 3.084 -1.539
C -0.376 2.187 -0.460
C -0.047 2.322 0.864
C -0.491 1.422 1.844
C -1.377 0.451 1.440
O -1.656 -0.655 2.224
C -1.852 0.367 0.135
C -1.339 1.230 -0.804
H 0.741 3.939 -1.192
H -0.657 3.456 -2.117
H 0.780 2.506 -2.231
H 0.622 3.114 1.178
H -0.141 1.444 2.868
H -1.801 -0.433 3.152
H -2.572 -0.407 -0.099
H -1.587 1.164 -1.858
C 1.261 -0.872 -1.168
C 1.410 -2.366 -0.889
C 1.164 -2.767 0.545
N -0.098 -3.009 0.966
O 2.100 -2.860 1.326
H 1.848 -0.280 -0.468
H 0.289 -0.377 -1.177
H 1.565 -0.825 -2.217
H 0.809 -2.942 -1.594
H 2.446 -2.661 -1.019
H -0.282 -3.480 1.834
H -0.926 -2.754 0.457
*
```

Model four:
Below is 2 unconnected molecules or ions with the total composition C10H15NO2, with properties calculated with ωB97M-V/def2-TZVPD.

Calculated values
structure (SMILES): Cc1ccc(O)cc1.CCC(N)=O
Kohn-Sham gap: 9.1 eV
LUMO energy: 0.552 eV

Geometry as ORCA input:
```
! RIJCOSX wB97M-V def2-TZVPD def2/J DEFGRID3
* xyz 0 1
C 2.356 1.829 0.483
C 0.804 1.805 0.358
C 0.364 2.220 -0.876
C -0.933 2.587 -1.002
C -1.806 2.083 -0.002
O -3.179 2.418 -0.076
C -1.331 1.393 1.124
C 0.035 1.405 1.415
H 2.362 2.998 0.484
H 2.981 1.434 -0.373
H 2.587 1.314 1.263
H 1.138 2.666 -1.617
H -1.228 3.225 -1.889
H -3.258 2.635 -1.051
H -2.109 0.823 1.625
H 0.505 0.801 2.231
C 0.699 -2.459 -1.434
C 0.840 -2.501 0.151
C -0.286 -3.069 0.868
N -1.460 -2.827 0.229
O -0.072 -3.876 1.870
H 0.135 -3.261 -1.782
H 1.685 -2.267 -1.790
H 0.136 -1.491 -1.664
H 1.587 -3.196 0.499
H 1.218 -1.551 0.513
H -2.255 -2.799 0.963
H -1.517 -2.338 -0.519
*
```

Which structure is most stable? model one, by 0.0032 hartree over the runner-up.

Model one:
Below is C6H11P in the gas phase, with properties calculated with ωB97M-V/def2-TZVPD.

Calculated values
structure (SMILES): CCC#P=CCC
Kohn-Sham gap: 7.6 eV
LUMO energy: -0.366 eV

Geometry as ORCA input:
```
! RIJCOSX wB97M-V def2-TZVPD def2/J DEFGRID3
* xyz 0 1
C -2.148 -2.786 -0.613
C -2.559 -1.521 -1.424
C -1.377 -0.660 -1.245
P -0.033 -0.029 -0.726
C 1.958 0.259 0.317
C 1.965 1.119 1.462
C 2.746 2.421 1.224
H -1.052 -2.927 -0.668
H -2.863 -3.615 -0.733
H -2.385 -2.406 0.457
H -3.468 -1.028 -1.064
H -2.593 -1.667 -2.530
H 2.122 0.837 -0.605
H 0.974 1.327 1.834
H 2.425 0.501 2.240
H 2.087 3.416 1.430
H 3.117 2.374 0.245
H 3.597 2.555 1.884
*
```

Model two:
Below is a molecular structure, C6H11P, with properties calculated with ωB97M-V/def2-TZVPD.

Calculated values
Kohn-Sham gap: 7.7 eV
LUMO energy: -0.327 eV

Geometry as ORCA input:
```
! RIJCOSX wB97M-V def2-TZVPD def2/J DEFGRID3
* xyz 0 1
C 1.593 -1.097 -0.384
C 1.529 0.269 -0.159
C -3.727 0.615 0.055
C 0.345 0.929 -0.458
C 2.731 1.010 0.385
C -1.413 -1.222 0.548
P -1.350 0.527 -0.252
H 2.501 -1.729 -0.388
H 0.809 -1.550 -0.984
H -4.174 1.515 -0.422
H -3.698 -0.311 -0.598
H 0.395 1.988 -0.906
H 3.136 0.547 1.257
H 3.442 1.021 -0.383
H 2.371 2.061 0.634
H -0.599 -1.289 1.213
H -1.561 -1.966 -0.274
H -2.330 -1.317 1.116
*
```

Which structure is most stable? model two, by 0.0090 hartree over the runner-up.

Model one:
Below is 2 unconnected molecules or ions with the total composition C3H4OS2, with properties calculated with ωB97M-V/def2-TZVPD.

Calculated values
Kohn-Sham gap: 8.1 eV
LUMO energy: -0.536 eV

Geometry as ORCA input:
```
! RIJCOSX wB97M-V def2-TZVPD def2/J DEFGRID3
* xyz 0 1
C 1.443 1.345 0.226
C 1.461 0.235 0.911
C -1.193 -1.387 -0.843
O -1.921 0.796 0.367
S 1.525 -1.094 1.771
S -2.440 -0.410 -0.381
H 0.848 1.628 -0.619
H 1.925 2.185 0.825
H -1.481 -2.154 -1.578
H -0.168 -1.144 -0.679
*
```

Model two:
Below is C3H4OS2 in the gas phase, with properties calculated with ωB97M-V/def2-TZVPD.

Calculated values
structure (SMILES): S=C1OCCS1
Kohn-Sham gap: 8.9 eV
LUMO energy: 0.355 eV

Geometry as ORCA input:
```
! RIJCOSX wB97M-V def2-TZVPD def2/J DEFGRID3
* xyz 0 1
S 2.148 0.096 0.098
C 0.529 0.126 -0.046
O -0.125 1.274 -0.168
C -1.552 1.136 -0.043
C -1.911 -0.253 0.269
S -0.444 -1.245 -0.139
H -1.928 1.458 -0.967
H -1.946 1.735 0.793
H -2.025 -0.445 1.327
H -2.773 -0.611 -0.236
*
```

Model three:
Below is C3H4OS2 in the gas phase, with properties calculated with ωB97M-V/def2-TZVPD.

Calculated values
Kohn-Sham gap: 8.6 eV
LUMO energy: 0.108 eV

Geometry as ORCA input:
```
! RIJCOSX wB97M-V def2-TZVPD def2/J DEFGRID3
* xyz 0 1
C -1.276 0.271 0.339
C -1.206 -0.582 -0.877
C 1.390 -0.394 0.110
O -0.559 -1.589 -0.898
S 0.460 0.906 0.605
S 3.048 -0.257 0.252
H -1.526 -0.304 1.229
H -1.913 1.146 0.238
H -1.689 -0.169 -1.784
H 3.271 0.972 0.785
*
```

Which structure is most stable? model two, by 0.0821 hartree over the runner-up.

Model one:
Below is C3H6N2 in the gas phase, with properties calculated with ωB97M-V/def2-TZVPD.

Calculated values
structure (SMILES): C=C1CN1N
Kohn-Sham gap: 9.8 eV
LUMO energy: 1.096 eV

Geometry as ORCA input:
```
! RIJCOSX wB97M-V def2-TZVPD def2/J DEFGRID3
* xyz 0 1
C 0.667 1.771 0.138
C -0.052 0.668 0.241
C -1.105 -0.165 0.540
N -0.279 -0.415 -0.582
N 0.239 -1.679 -0.718
H 0.559 2.679 0.732
H 1.538 1.658 -0.494
H -0.937 -0.926 1.311
H -2.054 0.258 0.388
H 0.807 -2.022 0.071
H 0.617 -1.827 -1.628
*
```

Model two:
Below is C3H6N2 in the gas phase, with properties calculated with ωB97M-V/def2-TZVPD.

Calculated values
structure (SMILES): C[C@@H](N)C#N
Kohn-Sham gap: 11.3 eV
LUMO energy: 0.855 eV

Geometry as ORCA input:
```
! RIJCOSX wB97M-V def2-TZVPD def2/J DEFGRID3
* xyz 0 1
C -1.039 0.642 -0.216
C 0.327 -0.072 -0.363
N 1.354 0.520 0.481
C -0.016 -1.486 -0.067
N -0.495 -2.500 0.218
H -1.323 1.162 -1.132
H -1.801 -0.108 0.010
H -1.008 1.358 0.608
H 0.691 -0.010 -1.395
H 2.231 0.013 0.400
H 1.080 0.482 1.458
*
```

Model three:
Below is C3H6N2 in the gas phase, with properties calculated with ωB97M-V/def2-TZVPD.

Calculated values
structure (SMILES): C=C=NNC
Kohn-Sham gap: 10.2 eV
LUMO energy: 1.102 eV

Geometry as ORCA input:
```
! RIJCOSX wB97M-V def2-TZVPD def2/J DEFGRID3
* xyz 0 1
C -1.619 1.766 -0.089
C -1.451 0.470 0.019
N -1.051 -0.707 0.119
N 0.333 -0.577 0.610
C 1.400 -1.012 -0.304
H -1.578 2.397 0.797
H -1.571 2.198 -1.083
H 0.328 -1.226 1.384
H 1.302 -1.999 -0.774
H 2.252 -1.048 0.385
H 1.655 -0.261 -1.064
*
```

Which structure is most stable? model two, by 0.0958 hartree over the runner-up.

Model one:
Below is C3H6N2 in the gas phase, with properties calculated with ωB97M-V/def2-TZVPD.

Calculated values
structure (SMILES): [H]/N=C\N1CC1
Kohn-Sham gap: 11.4 eV
LUMO energy: 1.040 eV

Geometry as ORCA input:
```
! RIJCOSX wB97M-V def2-TZVPD def2/J DEFGRID3
* xyz 0 1
H -1.074 0.720 0.780
N -1.810 0.310 0.228
C -1.073 -0.482 -0.442
N 0.374 -0.733 -0.711
C 0.879 -0.460 0.626
C 0.894 0.684 -0.337
H -1.723 -1.342 -0.978
H 1.839 -0.927 0.949
H 0.084 -0.538 1.447
H -0.110 1.388 -0.481
H 1.720 1.379 -1.080
*
```

Model two:
Below is C3H6N2 in the gas phase, with properties calculated with ωB97M-V/def2-TZVPD.

Calculated values
structure (SMILES): C1=NNCC1
Kohn-Sham gap: 8.9 eV
LUMO energy: 1.101 eV

Geometry as ORCA input:
```
! RIJCOSX wB97M-V def2-TZVPD def2/J DEFGRID3
* xyz 0 1
C 1.337 -0.349 -0.071
N 0.617 -1.455 -0.108
N -0.686 -1.107 -0.031
C -1.024 0.314 -0.123
C 0.451 0.892 0.042
H 2.416 -0.352 -0.058
H -1.409 -1.854 0.556
H -1.401 0.391 -1.166
H -1.722 0.580 0.643
H 0.739 1.244 1.017
H 0.681 1.695 -0.701
*
```

Model three:
Below is C3H6N2 in the gas phase, with properties calculated with ωB97M-V/def2-TZVPD.

Calculated values
structure (SMILES): [H]/N=N\CC=C
Kohn-Sham gap: 9.9 eV
LUMO energy: 0.911 eV

Geometry as ORCA input:
```
! RIJCOSX wB97M-V def2-TZVPD def2/J DEFGRID3
* xyz 0 1
H -2.689 -0.307 0.773
N -2.551 -0.168 -0.259
N -1.465 0.218 -0.613
C -0.393 0.463 0.322
C 0.733 -0.481 0.020
C 1.880 -0.116 -0.521
H -0.733 0.337 1.368
H -0.066 1.493 0.155
H 0.536 -1.518 0.258
H 2.089 0.910 -0.775
H 2.659 -0.830 -0.727
*
```

Model four:
Below is 2 unconnected molecules or ions with the total composition C3H6N2, with properties calculated with ωB97M-V/def2-TZVPD.

Calculated values
Kohn-Sham gap: 11.5 eV
LUMO energy: 0.774 eV

Geometry as ORCA input:
```
! RIJCOSX wB97M-V def2-TZVPD def2/J DEFGRID3
* xyz 0 1
C -0.776 -1.575 0.759
C -0.113 -0.450 0.026
N -0.600 0.692 -0.241
C 2.660 2.696 -1.260
N 1.587 2.263 -1.068
H -0.168 -1.858 1.626
H -1.779 -1.307 1.102
H -0.843 -2.459 0.114
H 0.913 -0.628 -0.313
H 0.677 1.832 -0.844
H -1.558 0.794 0.099
*
```

Which structure is most stable? model four, by 0.0326 hartree over the runner-up.